C64H62Br2F3N10O21PSi2 as an isolated structure at a distorted geometry. Source: OMol25; level of theory: the ωB97M-V functional and the def2-TZVPD basis.

Output
**HOMO**: -7.495 eV
**Total charge**: 0
**Electronic energy**: -298525.9067 eV
**Frontier orbital gap**: 0.243 Eh

Last column: Löwdin charge in e.
CARTESIAN COORDINATES (ANGSTROEM)
C (-2.560, 6.802, -4.569)  -0.11
C (-3.341, 6.961, -3.178)  -0.70
Br (-3.816, 8.807, -2.567)  0.60
C (-3.699, 5.830, -2.418)  -0.72
Br (-4.680, 6.138, -0.706)  0.60
Si (-3.369, 4.007, -2.885)  0.47
C (-4.773, 3.512, -4.128)  -0.21
C (-5.231, 1.983, -3.945)  -0.23
O (-6.679, 1.932, -3.904)  -0.08
C (-7.255, 2.223, -5.151)  -0.27
O (-6.665, 2.236, -6.243)  0.03
O (-1.881, 3.731, -3.716)  -0.42
Si (-0.571, 3.350, -2.643)  0.45
C (1.160, 3.762, -3.388)  -0.28
C (1.081, 4.529, -4.797)  -0.15
C (2.055, 3.815, -5.866)  -0.12
F (3.287, 4.387, -6.280)  0.01
C (1.629, 2.594, -6.410)  -0.18
F (0.357, 2.093, -6.027)  0.04
F (2.337, 1.826, -7.339)  0.06
P (-0.551, 1.129, -2.324)  0.58
N (0.926, 0.634, -1.838)  -0.36
H (-1.645, 6.140, -4.437)  0.06
H (-3.318, 6.358, -5.310)  0.10
H (-2.179, 7.807, -4.958)  0.08
H (-3.421, 3.220, -1.647)  0.01
H (-5.688, 4.178, -3.910)  0.10
H (-4.368, 3.767, -5.161)  0.09
H (-4.793, 1.587, -2.975)  0.11
H (-4.772, 1.393, -4.810)  0.14
H (-8.381, 2.415, -5.165)  0.16
H (-0.721, 3.998, -1.338)  -0.01
H (1.770, 4.389, -2.652)  0.09
H (1.754, 2.797, -3.570)  0.07
H (0.051, 4.509, -5.273)  0.09
H (1.509, 5.590, -4.689)  0.13
H (-1.510, 0.733, -1.329)  -0.04
H (-0.776, 0.491, -3.594)  -0.03
H (1.574, 1.455, -1.744)  -0.10
C (-0.539, 1.418, -11.851)  -0.05
C (0.199, 1.638, -10.693)  -0.06
C (-0.220, 2.590, -9.771)  0.00
C (-1.384, 3.313, -10.017)  -0.14
C (-2.124, 3.103, -11.178)  0.01
C (-1.696, 2.151, -12.097)  -0.06
N (-1.842, 4.299, -9.035)  -0.34
O (-1.158, 4.471, -8.037)  0.06
O (-2.884, 4.893, -9.267)  0.07
H (-0.213, 0.670, -12.567)  0.11
H (1.101, 1.065, -10.507)  0.11
H (0.364, 2.753, -8.872)  0.10
H (-3.029, 3.666, -11.379)  0.12
H (-2.265, 1.976, -13.001)  0.06
C (0.588, -4.794, 1.353)  -0.09
C (-0.151, -4.114, 0.391)  -0.06
C (-0.477, -2.775, 0.580)  0.00
C (-0.053, -2.127, 1.737)  -0.15
C (0.681, -2.803, 2.708)  0.00
C (1.001, -4.142, 2.512)  -0.07
N (-0.372, -0.711, 1.929)  -0.34
O (-1.033, -0.155, 1.067)  0.04
O (0.045, -0.165, 2.939)  0.07
H (0.845, -5.836, 1.200)  0.10
H (-0.471, -4.627, -0.510)  0.11
H (-1.054, -2.256, -0.177)  0.12
H (1.011, -2.306, 3.613)  0.12
H (1.574, -4.678, 3.260)  0.11
C (6.937, 2.655, 1.603)  -0.07
C (7.072, 2.845, 0.231)  -0.06
C (5.969, 2.704, -0.603)  0.00
C (4.733, 2.376, -0.050)  -0.14
C (4.593, 2.176, 1.321)  0.01
C (5.702, 2.317, 2.147)  -0.07
N (3.563, 2.250, -0.919)  -0.31
O (3.725, 2.412, -2.119)  0.07
O (2.488, 1.991, -0.391)  0.03
H (7.800, 2.771, 2.252)  0.10
H (8.037, 3.107, -0.187)  0.11
H (6.086, 2.855, -1.670)  0.12
H (3.635, 1.916, 1.757)  0.12
H (5.603, 2.167, 3.217)  0.11
C (-6.916, 1.712, -16.524)  -0.07
C (-6.046, 2.746, -16.858)  -0.06
C (-4.731, 2.723, -16.407)  0.00
C (-4.297, 1.655, -15.625)  -0.14
C (-5.164, 0.621, -15.281)  0.00
C (-6.478, 0.654, -15.734)  -0.06
N (-2.906, 1.613, -15.169)  -0.35
O (-2.179, 2.545, -15.473)  0.09
O (-2.550, 0.645, -14.512)  0.05
H (-7.940, 1.731, -16.882)  0.11
H (-6.393, 3.569, -17.473)  0.11
H (-4.063, 3.534, -16.674)  0.12
H (-4.833, -0.211, -14.669)  0.12
H (-7.160, -0.147, -15.474)  0.11
C (-7.161, 6.910, 1.869)  -0.09
C (-8.283, 7.604, 2.311)  -0.06
C (-8.327, 8.102, 3.609)  0.00
C (-7.238, 7.903, 4.454)  -0.15
C (-6.115, 7.203, 4.020)  0.00
C (-6.080, 6.706, 2.722)  -0.08
N (-7.270, 8.447, 5.813)  -0.35
O (-8.278, 9.039, 6.165)  0.07
O (-6.285, 8.282, 6.515)  0.07
H (-7.128, 6.527, 0.853)  0.06
H (-9.123, 7.759, 1.643)  0.11
H (-9.207, 8.640, 3.942)  0.12
H (-5.265, 7.040, 4.674)  0.12
H (-5.209, 6.162, 2.373)  0.09
C (6.672, -0.671, 7.703)  -0.07
C (7.805, 0.088, 7.424)  -0.07
C (8.238, 0.236, 6.112)  0.00
C (7.525, -0.379, 5.085)  -0.15
C (6.396, -1.146, 5.357)  0.01
C (5.971, -1.291, 6.673)  -0.06
N (7.963, -0.206, 3.698)  -0.35
O (8.969, 0.459, 3.496)  0.06
O (7.296, -0.732, 2.822)  0.08
H (6.334, -0.780, 8.729)  0.11
H (8.348, 0.567, 8.231)  0.11
H (9.122, 0.829, 5.907)  0.12
H (5.839, -1.631, 4.563)  0.12
H (5.091, -1.884, 6.897)  0.10
C (3.543, -4.978, 11.940)  -0.08
C (2.595, -4.834, 10.932)  -0.06
C (3.000, -4.690, 9.610)  0.00
C (4.360, -4.697, 9.308)  -0.15
C (5.315, -4.834, 10.313)  0.00
C (4.901, -4.974, 11.632)  -0.07
N (4.791, -4.571, 7.914)  -0.35
O (3.927, -4.433, 7.060)  0.06
O (5.989, -4.614, 7.683)  0.07
H (3.224, -5.096, 12.970)  0.10
H (1.538, -4.836, 11.178)  0.11
H (2.252, -4.578, 8.833)  0.12
H (6.375, -4.835, 10.086)  0.12
H (5.635, -5.084, 12.422)  0.11
C (-5.184, -5.796, 4.046)  -0.07
C (-3.920, -5.217, 4.089)  -0.06
C (-2.837, -5.864, 3.503)  0.00
C (-3.035, -7.091, 2.872)  -0.14
C (-4.297, -7.679, 2.831)  0.00
C (-5.373, -7.026, 3.422)  -0.07
N (-1.903, -7.763, 2.232)  -0.34
O (-0.809, -7.224, 2.305)  0.06
O (-2.117, -8.819, 1.659)  0.08
H (-6.028, -5.285, 4.499)  0.11
H (-3.778, -4.259, 4.577)  0.11
H (-1.857, -5.403, 3.543)  0.11
H (-4.457, -8.635, 2.346)  0.12
H (-6.360, -7.474, 3.394)  0.11
C (6.314, -11.105, 11.198)  -0.07
C (7.005, -10.911, 12.390)  -0.07
C (6.590, -9.930, 13.284)  0.00
C (5.478, -9.151, 12.975)  -0.15
C (4.786, -9.335, 11.780)  0.00
C (5.210, -10.316, 10.891)  -0.06
N (5.022, -8.134, 13.924)  -0.34
O (5.663, -7.987, 14.952)  0.08
O (4.024, -7.493, 13.634)  0.06
H (6.638, -11.875, 10.505)  0.11
H (7.866, -11.527, 12.624)  0.11
H (7.137, -9.789, 14.210)  0.12
H (3.922, -8.729, 11.531)  0.12
H (4.677, -10.469, 9.959)  0.11